[1]
The following is a quantum chemistry calculation of a structure of composition C43H49N7O3S2SeZr, from OMol25.

## Properties
LUMO level (eV): -1.0
ΔE to the lowest compared entry with this formula, charge and spin (kcal/mol): 0.00
HOMO-LUMO gap (eV): 7.21
E (hartree): -5522.07844
Largest force on an atom (hartree/bohr): 0.009

Geometry as ORCA input:
```
! RIJCOSX wB97M-V def2-TZVPD def2/J DEFGRID3
* xyz 0 1
Zr 0.47 0.39 -0.25
C -0.73 -2.61 4.50
C 0.30 -1.67 3.88
C 1.09 -0.97 4.98
C 1.21 -2.42 2.92
C 2.11 -3.34 3.46
C 2.96 -4.07 2.65
C 2.93 -3.88 1.28
C 2.03 -3.00 0.70
C 1.93 -2.91 -0.82
C 3.26 -3.16 -1.54
C 0.85 -3.86 -1.33
C 1.17 -2.27 1.53
N 0.15 -1.42 0.95
C -1.10 -1.98 1.01
O -1.39 -3.13 1.31
C -2.19 -1.02 0.64
C -3.54 -1.34 0.68
C -4.44 -0.37 0.27
C -3.98 0.87 -0.18
C -2.62 1.09 -0.18
N -1.76 0.17 0.24
C -1.98 2.36 -0.65
O -2.67 3.32 -0.94
N -0.61 2.30 -0.65
C 0.02 3.59 -0.78
C 0.01 4.45 0.35
C 0.75 5.63 0.29
C 1.47 5.97 -0.85
C 1.37 5.17 -1.97
C 0.61 4.00 -1.98
C 0.47 3.33 -3.34
C 1.53 2.26 -3.57
C -0.92 2.80 -3.70
C -0.86 4.22 1.57
C -2.05 5.19 1.53
C -0.13 4.39 2.91
H -1.42 -2.05 5.14
H -0.24 -3.35 5.13
H -1.31 -3.14 3.74
H -0.23 -0.90 3.31
H 1.56 -1.69 5.65
H 0.42 -0.35 5.59
H 1.87 -0.33 4.58
H 2.14 -3.47 4.53
H 3.65 -4.78 3.09
H 3.60 -4.45 0.66
H 1.63 -1.89 -1.08
H 3.59 -4.19 -1.42
H 4.04 -2.49 -1.17
H 3.13 -2.98 -2.61
H 1.14 -4.90 -1.13
H 0.73 -3.75 -2.41
H -0.11 -3.69 -0.84
H -3.83 -2.32 1.01
H -5.50 -0.58 0.28
H -4.64 1.65 -0.52
H 0.75 6.30 1.14
H 2.05 6.88 -0.87
H 1.86 5.48 -2.89
H 0.67 4.14 -4.05
H 1.38 1.42 -2.89
H 2.54 2.64 -3.43
H 1.45 1.86 -4.59
H -1.13 1.85 -3.21
H -0.97 2.63 -4.77
H -1.71 3.51 -3.43
H -1.24 3.19 1.54
H -1.70 6.21 1.68
H -2.75 4.95 2.33
H -2.57 5.13 0.58
H 0.37 5.35 2.98
H 0.60 3.60 3.09
H -0.86 4.34 3.72
N 2.65 3.43 1.38
C 2.66 2.37 2.17
S 1.38 1.22 2.22
N 3.69 2.25 3.02
C 4.03 1.08 3.76
C 4.19 1.18 5.14
C 4.58 0.07 5.86
C 4.81 -1.14 5.22
C 4.64 -1.23 3.84
C 4.25 -0.12 3.11
H 1.87 3.58 0.74
H 3.49 3.95 1.20
H 4.31 3.04 3.11
H 3.99 2.13 5.63
H 4.70 0.14 6.94
H 5.11 -2.01 5.78
H 4.81 -2.17 3.33
H 4.12 -0.18 2.03
O -0.80 -1.75 -4.10
S -1.04 -1.37 -2.73
N -0.04 -0.51 -2.05
Se 3.11 0.73 -0.60
C 3.77 0.35 -2.36
C 4.93 0.99 -2.78
C 5.42 0.71 -4.05
N 4.86 -0.15 -4.89
C 3.75 -0.76 -4.47
C 3.18 -0.55 -3.22
H 5.44 1.71 -2.15
H 6.32 1.20 -4.40
H 3.29 -1.46 -5.16
H 2.26 -1.07 -2.95
*
```

[2]
The following is a quantum chemistry calculation of a structure of composition C3H2O5, from OMol25.

## Properties
LUMO level (alpha / beta) (eV): -2.0 / -2.0
ΔE to the lowest compared entry with this formula, charge and spin (kcal/mol): 158.52
HOMO-LUMO gap (alpha / beta) (eV): 7.85 / 7.85
E (hartree): -491.48166
Largest force on an atom (hartree/bohr): 0.063

Geometry as ORCA input:
```
! RIJCOSX wB97M-V def2-TZVPD def2/J DEFGRID3
* xyz 0 1
C -0.98 0.51 1.03
C 0.76 -1.13 -0.44
C 0.07 0.51 0.06
O -2.01 -0.14 0.52
O -1.59 0.32 -0.80
O 1.79 -0.79 -1.10
O 0.22 -2.09 -0.02
O 0.92 1.38 -0.24
H 1.84 0.43 -1.00
H -1.02 0.99 1.99
*
```

[3]
The following is a quantum chemistry calculation of a structure of composition C16H33AsBBrCl6CsF7MgN2O, from OMol25.

## Properties
LUMO level (eV): -5.5
HOMO-LUMO gap (eV): 2.54
E (hartree): -9329.14250
Largest force on an atom (hartree/bohr): 0.064

Geometry as ORCA input:
```
! RIJCOSX wB97M-V def2-TZVPD def2/J DEFGRID3
* xyz 0 1
C 3.45 1.29 -0.60
C 2.76 2.39 -0.78
B 2.77 3.27 -2.05
C 4.03 4.15 -2.34
C 3.66 5.65 -2.11
C 1.45 3.27 -2.96
C 0.25 2.85 -2.16
O -0.10 1.67 -2.19
N -0.46 3.78 -1.40
C 0.12 5.12 -1.39
C -0.66 3.29 -0.03
H 3.46 0.80 0.36
H 4.05 0.83 -1.36
H 2.10 2.71 0.03
H 4.79 3.90 -1.62
H 4.44 4.04 -3.34
H 4.34 6.26 -2.69
H 3.82 5.91 -1.08
H 2.65 5.86 -2.41
H 1.31 4.24 -3.43
H 1.57 2.56 -3.77
H -0.46 5.73 -0.72
H 1.14 5.13 -1.02
H 0.10 5.55 -2.38
H 0.22 3.48 0.59
H -1.47 3.85 0.41
H -0.98 2.25 -0.02
F 7.27 3.24 -6.10
As 6.51 1.83 -5.47
F 6.03 1.42 -7.09
F 4.91 2.79 -5.51
F 5.61 0.56 -4.84
F 6.81 2.41 -3.89
F 7.94 0.94 -5.53
Mg 3.91 3.18 -6.99
Br -3.11 1.36 0.43
C 2.50 -3.38 -0.53
Cl 4.09 -2.64 -0.58
Cl 1.72 -3.22 1.06
H 1.86 -2.93 -1.29
H 2.62 -4.44 -0.73
Cs -1.03 -0.27 1.21
C -3.68 -3.75 3.67
C -3.79 -4.21 5.12
N -5.03 -4.92 5.39
C -5.28 -5.10 6.81
C -4.31 -5.97 7.62
C -5.29 -6.06 4.55
C -4.25 -7.19 4.50
H -4.55 -3.16 3.38
H -2.80 -3.13 3.55
H -3.58 -4.59 2.98
H -3.76 -3.32 5.76
H -2.90 -4.80 5.37
H -6.30 -5.49 6.93
H -5.30 -4.10 7.27
H -4.44 -7.03 7.41
H -4.50 -5.83 8.69
H -3.27 -5.70 7.44
H -5.44 -5.70 3.53
H -6.26 -6.48 4.83
H -3.24 -6.81 4.40
H -4.45 -7.84 3.65
H -4.29 -7.82 5.39
F 5.88 -1.56 -5.83
C -3.03 3.97 -5.21
Cl -2.02 3.23 -3.99
Cl -3.39 2.81 -6.50
Cl -4.54 4.53 -4.48
Cl -2.18 5.36 -5.92
*
```

[4]
The following is a quantum chemistry calculation of a structure of composition C41H38F5N3O2RhS2Te, from OMol25.

## Properties
LUMO level (alpha / beta) (eV): -0.2 / -2.0
ΔE to the lowest compared entry with this formula, charge and spin (kcal/mol): 13.04
HOMO-LUMO gap (alpha / beta) (eV): 7.48 / 6.02
E (hartree): -3574.15161
Largest force on an atom (hartree/bohr): 0.005

Geometry as ORCA input:
```
! RIJCOSX wB97M-V def2-TZVPD def2/J DEFGRID3
* xyz 0 2
Rh 0.51 -0.37 0.39
C -1.92 -1.62 -5.11
C -0.73 -0.67 -5.05
N -0.70 0.16 -3.84
C -1.14 1.55 -3.97
C -2.64 1.72 -3.78
C -0.34 -0.39 -2.67
S -0.53 0.65 -1.29
N 0.08 -1.65 -2.74
C 0.23 -2.48 -1.72
O 0.11 -2.25 -0.49
C 0.56 -3.89 -2.10
C 0.81 -4.24 -3.42
C 1.14 -5.55 -3.74
C 1.21 -6.51 -2.75
C 0.96 -6.17 -1.43
C 0.64 -4.86 -1.10
H -1.89 -2.19 -6.04
H -2.86 -1.08 -5.07
H -1.88 -2.32 -4.27
H -0.76 0.02 -5.90
H 0.20 -1.23 -5.11
H -0.85 1.88 -4.97
H -0.59 2.15 -3.25
H -3.21 1.20 -4.55
H -2.90 2.78 -3.83
H -2.95 1.34 -2.81
H 0.74 -3.48 -4.18
H 1.33 -5.82 -4.77
H 1.47 -7.54 -3.00
H 1.02 -6.92 -0.65
H 0.45 -4.58 -0.08
C -0.46 -1.33 9.82
C -0.23 -0.88 8.41
C -0.30 -1.77 7.35
C -0.07 -1.37 6.03
C -0.18 -2.41 4.95
C 0.24 -0.03 5.77
Te 0.70 0.72 3.82
N 1.30 1.20 1.27
C 2.43 0.94 0.68
O 2.39 0.09 -0.32
C 3.74 1.40 1.20
C 3.80 2.41 2.15
C 5.02 2.77 2.71
C 6.18 2.10 2.33
C 6.12 1.09 1.38
C 4.91 0.75 0.81
C 2.19 -0.73 3.43
C 1.98 -1.66 2.43
C 2.98 -2.53 2.03
C 4.21 -2.47 2.67
C 4.41 -1.56 3.69
C 3.42 -0.67 4.10
C 3.69 0.29 5.22
C 0.28 0.89 6.83
C 0.59 2.36 6.65
C 0.06 0.45 8.13
H -0.76 -2.38 9.86
H -1.25 -0.74 10.30
H 0.44 -1.21 10.43
H -0.54 -2.81 7.54
H -0.78 -3.25 5.30
H 0.80 -2.79 4.67
H -0.65 -2.01 4.05
H 2.89 2.92 2.43
H 5.06 3.56 3.45
H 7.13 2.38 2.78
H 7.03 0.58 1.08
H 4.84 -0.04 0.07
H 0.99 -1.78 1.98
H 2.80 -3.23 1.22
H 5.01 -3.13 2.37
H 5.37 -1.52 4.19
H 4.75 0.31 5.46
H 3.13 0.01 6.12
H 3.39 1.31 4.95
H 0.21 2.77 5.71
H 1.67 2.54 6.67
H 0.14 2.94 7.45
H 0.09 1.17 8.94
F -5.08 3.53 -0.40
C -4.25 2.63 0.12
C -4.29 1.31 -0.31
F -5.16 0.95 -1.25
C -3.42 0.39 0.24
F -3.48 -0.86 -0.22
C -2.48 0.73 1.21
S -1.38 -0.52 1.80
C -2.47 2.06 1.62
F -1.63 2.48 2.57
C -3.34 3.00 1.09
F -3.30 4.26 1.51
*
```

[5]
The following is a quantum chemistry calculation of an isolated molecule of C8H12, from OMol25.

## Properties
LUMO level (eV): 0.9
ΔE to the lowest compared entry with this formula, charge and spin (kcal/mol): 79.85
Structure (SMILES): C=C/C=C(\C)C(=C)C
HOMO-LUMO gap (eV): 9.15
E (hartree): -311.85915
Largest force on an atom (hartree/bohr): 0.119

Geometry as ORCA input:
```
! RIJCOSX wB97M-V def2-TZVPD def2/J DEFGRID3
* xyz 0 1
C 2.11 2.12 0.27
C 2.21 0.91 -0.13
C 1.22 -0.08 0.05
C -0.15 0.10 0.17
C -0.81 1.36 0.38
C -0.98 -1.18 0.10
C -1.59 -1.68 1.18
C -0.91 -1.74 -1.34
H 1.40 2.68 0.89
H 2.62 2.97 -0.16
H 3.10 0.56 -0.82
H 1.70 -1.17 0.02
H -1.69 1.19 1.20
H -1.18 1.81 -0.52
H -0.12 1.99 0.95
H -1.73 -1.47 2.21
H -2.44 -2.42 0.68
H -1.24 -2.80 -1.28
H -1.68 -1.32 -2.11
H 0.17 -1.82 -1.75
*
```

[6]
The following is a quantum chemistry calculation of a cluster of 6 separate species, C45H66Cl2F16N3O14 in total, from OMol25.

## Properties
LUMO level (eV): -4.5
HOMO-LUMO gap (eV): 6.91
E (hartree): -5489.99125
Largest force on an atom (hartree/bohr): 0.050

Geometry as ORCA input:
```
! RIJCOSX wB97M-V def2-TZVPD def2/J DEFGRID3
* xyz 1 1
C 7.07 -1.63 1.87
C 7.49 -3.04 1.38
O 8.33 -3.02 0.22
C 7.75 -3.53 -0.92
O 7.34 -4.68 -0.94
C 7.70 -2.63 -2.15
C 7.89 -1.13 -1.84
C 7.00 -0.26 -2.75
O 6.12 0.61 -1.96
C 4.94 0.79 -2.62
O 4.93 1.27 -3.74
C 3.66 0.35 -1.94
C 3.64 -0.71 -1.04
N 4.85 -1.41 -0.73
C 2.49 -1.12 -0.46
C 2.62 -2.26 0.50
Cl 1.63 -3.67 0.04
C 2.38 -1.82 2.03
C 2.16 -0.33 2.23
Cl 1.10 -2.75 2.87
N 1.33 -0.50 -0.77
C 0.04 -0.97 -0.18
C -0.88 -1.64 -1.24
C -1.33 -3.08 -0.96
C -2.61 -3.42 -1.73
C -2.76 -4.96 -1.69
N -1.74 -5.69 -2.51
C 1.31 0.55 -1.58
C 0.06 1.36 -1.91
C 0.14 2.67 -1.04
C 2.47 0.99 -2.19
C 2.44 2.14 -3.17
C 2.24 1.60 -4.61
C 2.54 2.65 -5.66
F 3.59 3.46 -5.25
H 7.49 -0.83 1.26
H 7.42 -1.47 2.88
H 5.99 -1.55 1.80
H 6.61 -3.67 1.26
H 8.08 -3.48 2.18
H 8.44 -2.98 -2.87
H 6.73 -2.85 -2.60
H 7.70 -0.93 -0.80
H 8.92 -0.90 -2.12
H 6.35 -0.93 -3.31
H 7.55 0.31 -3.50
H 5.43 -0.79 -0.19
H 5.31 -1.70 -1.58
H 3.64 -2.63 0.48
H 3.29 -2.07 2.58
H 2.34 -0.12 3.28
H 2.91 0.27 1.70
H 1.15 0.01 2.04
H 0.19 -1.59 0.69
H -0.47 -0.07 0.18
H -1.79 -1.04 -1.28
H -0.41 -1.52 -2.21
H -1.46 -3.31 0.10
H -0.57 -3.73 -1.39
H -2.49 -3.16 -2.79
H -3.48 -2.90 -1.34
H -3.72 -5.29 -2.08
H -2.61 -5.27 -0.65
H -0.97 -5.89 -1.88
H -1.34 -4.99 -3.14
H -0.88 0.90 -1.64
H 0.03 1.57 -2.97
H -0.81 2.89 -0.57
H 0.42 3.54 -1.63
H 0.93 2.55 -0.30
H 1.64 2.85 -2.99
H 3.38 2.68 -3.09
H 2.85 0.71 -4.75
H 1.20 1.28 -4.68
H 1.68 3.26 -5.91
H 2.89 2.16 -6.57
C -4.23 4.71 3.62
C -5.14 3.51 3.56
O -5.22 2.99 2.22
C -4.25 2.18 1.85
O -3.30 1.86 2.51
C -4.50 1.67 0.43
F -4.89 2.64 -0.40
F -5.45 0.73 0.41
F -3.39 1.13 -0.09
H -4.55 5.47 2.90
H -4.23 5.15 4.62
H -3.20 4.44 3.37
H -6.15 3.80 3.84
H -4.82 2.73 4.26
C -8.69 -4.67 -5.29
C -7.84 -3.49 -4.89
O -6.44 -3.83 -4.90
C -5.84 -3.78 -6.08
O -6.34 -3.48 -7.11
C -4.35 -4.12 -5.91
F -4.16 -5.17 -5.11
F -3.67 -3.10 -5.37
F -3.77 -4.40 -7.08
H -8.47 -5.53 -4.66
H -9.75 -4.43 -5.21
H -8.49 -4.97 -6.32
H -8.07 -3.19 -3.86
H -8.02 -2.62 -5.52
C -0.62 0.26 6.17
C -1.12 0.39 7.59
O -1.82 1.63 7.78
C -3.09 1.65 7.40
O -3.69 0.74 6.91
C -3.71 3.02 7.71
F -2.90 4.03 7.36
F -3.96 3.15 9.02
F -4.86 3.19 7.05
H -0.01 1.13 5.90
H -0.03 -0.64 6.05
H -1.45 0.22 5.46
H -0.29 0.41 8.28
H -1.76 -0.45 7.87
C 4.86 -0.66 -6.38
C 4.00 -1.91 -6.35
O 3.95 -2.53 -7.64
C 4.98 -3.31 -7.94
O 5.92 -3.53 -7.24
C 4.77 -3.95 -9.33
F 4.32 -3.05 -10.21
F 3.86 -4.93 -9.25
F 5.89 -4.46 -9.79
H 4.50 0.03 -7.15
H 4.83 -0.16 -5.41
H 5.89 -0.90 -6.61
H 2.97 -1.66 -6.09
H 4.36 -2.62 -5.60
C -5.75 5.56 9.53
C -6.91 6.53 9.51
O -6.72 7.59 10.47
C -5.95 8.59 10.07
O -5.42 8.69 9.00
C -5.88 9.66 11.17
F -5.68 9.11 12.37
F -7.01 10.36 11.22
F -4.88 10.51 10.95
H -5.59 5.18 10.54
H -5.94 4.72 8.86
H -4.83 6.05 9.21
H -7.83 6.02 9.81
H -7.08 6.94 8.52
*
```